1.
Formula: C2H3N4P
Source: the Open Molecules 2025 dataset
Level of theory: wB97M-V/def2-TZVPD

Structure (XYZ):
```
10
C2H3N4P (wB97M-V/def2-TZVPD)
P -1.98898 0.46036 -0.53074
N 0.10077 -1.66307 0.75057
N -0.62758 -1.46329 -0.23700
N -1.84444 -1.15954 -0.49111
N 1.27288 -1.09239 0.71755
C 1.16595 0.16127 0.40479
C -0.05652 0.92360 -0.06875
H -0.16378 1.91985 0.16286
H 1.99040 0.76564 0.40837
H 0.15130 1.14757 -1.11653
```

The LUMO energy (alpha / beta) is -0.64 / -0.64 eV. Its energy relative to the best compared isomer or geometry (same formula, charge and spin) is 56.9 kcal per mole. Its HOMO-LUMO gap (alpha / beta) is 7.9 / 7.9 eV. Its total energy is -17365.4893 eV.


2.
Formula: C2H3N5O
Source: the Open Molecules 2025 dataset
Level of theory: wB97M-V/def2-TZVPD

Structure (XYZ):
```
11
C2H3N5O (wB97M-V/def2-TZVPD)
O -0.05811 -0.94002 0.16296
N -1.12858 1.26915 -0.23000
N 0.16493 1.70663 0.16871
N 2.34418 -1.01460 -0.13044
N 1.32426 1.04725 0.05492
N -2.24421 -0.89611 -0.14537
C -1.18763 -0.14916 -0.06746
C 1.19488 -0.28491 0.05898
H 2.39182 -1.99310 -0.39639
H -3.31772 -0.84763 0.30831
H -1.87672 -1.82089 0.81047
```

The LUMO energy is -1.18 eV. Its energy relative to the best compared isomer or geometry (same formula, charge and spin) is 158.1 kcal per mole. Its HOMO-LUMO gap is 8.0 eV. Its total energy is -11613.9718 eV.


3.
Formula: C2H3N5O
Source: the Open Molecules 2025 dataset
Level of theory: wB97M-V/def2-TZVPD

Structure (XYZ):
```
11
C2H3N5O (wB97M-V/def2-TZVPD)
O 2.44338 1.62656 -0.49529
N -0.71148 -1.49453 0.89401
N 1.08973 0.06343 -1.74459
N -0.29347 -0.37267 0.05381
N 0.27614 1.69380 -0.10622
N 0.45936 -0.89465 -1.08654
C -0.51978 0.80591 0.35238
C 1.26231 1.13567 -0.79805
H -0.60302 -1.58912 1.79388
H -1.88923 -1.97064 0.29589
H -1.51392 0.99623 0.84073
```

The LUMO energy is -0.94 eV. Its energy relative to the best compared isomer or geometry (same formula, charge and spin) is 172.3 kcal per mole. Its HOMO-LUMO gap is 9.0 eV. Its total energy is -11613.3574 eV.


4.
Formula: C2H3N5O
Source: the Open Molecules 2025 dataset
Level of theory: wB97M-V/def2-TZVPD

Structure (XYZ):
```
11
C2H3N5O (wB97M-V/def2-TZVPD)
O 2.52294 0.70165 0.08109
N 2.54637 -0.62732 -0.03021
N 1.28851 1.15541 -0.04267
N 1.32769 -1.03972 -0.14787
N -1.49198 -1.01153 0.02072
N -1.52812 1.27047 -0.02754
C 0.53702 0.07307 -0.10600
C -0.93113 0.18192 -0.14936
H -0.85750 2.06552 -0.11721
H -0.95509 -1.77652 0.16258
H -2.45872 -0.99295 0.35647
```

The LUMO energy is -0.23 eV. Its energy relative to the best compared isomer or geometry (same formula, charge and spin) is 74.9 kcal per mole. Its HOMO-LUMO gap is 9.7 eV. Its SMILES is [H]/N=C(/N)c1nnon1. Its total energy is -11617.5821 eV.


5.
Formula: C2H3NO2
Source: the Open Molecules 2025 dataset
Level of theory: wB97M-V/def2-TZVPD

Structure (XYZ):
```
8
C2H3NO2 (wB97M-V/def2-TZVPD)
O -1.74749 1.12094 0.16375
O -1.90562 -0.17225 -0.11924
N -0.98402 -1.04305 -0.04543
C 0.92402 0.43919 -0.11753
C 0.32770 -0.69892 0.16138
H 0.85683 -1.46661 0.56184
H 1.95401 0.53481 -0.04170
H 0.57456 1.28589 -0.56307
```

The LUMO energy (alpha / beta) is -1.40 / -1.36 eV. Its energy relative to the best compared isomer or geometry (same formula, charge and spin) is 168.5 kcal per mole. Its HOMO-LUMO gap (alpha / beta) is 9.1 / 8.4 eV. Its total energy is -7700.5368 eV.


6.
Formula: C2H3NO2
Source: the Open Molecules 2025 dataset
Level of theory: wB97M-V/def2-TZVPD

Structure (XYZ):
```
8
C2H3NO2 (wB97M-V/def2-TZVPD)
O 0.55327 -0.06971 -0.75266
O -0.95883 0.11912 0.83244
N -0.19583 1.30694 0.81114
C -0.55302 -0.83606 -0.21177
C 0.65682 1.05189 -0.02367
H 0.08701 -1.63021 0.29435
H 1.72775 1.36350 -0.10484
H -1.31717 -1.30548 -0.84497
```

The LUMO energy is 0.88 eV. Its energy relative to the best compared isomer or geometry (same formula, charge and spin) is 82.8 kcal per mole. Its HOMO-LUMO gap is 10.2 eV. Its SMILES is C1=NOCO1. Its total energy is -7704.2518 eV.